(1)
Entry from OMol25: C14H31F6ReS3Sb2Se2 as an isolated structure (ωB97M-V with the def2-TZVPD basis set).

Properties
E_tot: -209716.8664 eV
multiplicity: 3
<S²>: 2.021
HOMO (alpha / beta): -14.350 / -14.601 eV
relative energy (zero: lowest compared OMol25 entry of this formula, charge and spin): 14.2 kcal/mol
F_max: 0.95 eV Å⁻¹
net charge: +2
Kohn-Sham gap (alpha / beta): 7.67 / 7.32 eV

Geometry as XYZ:
```
59
Properties=species:S:1:pos:R:3:forces:R:3
Re 2.006801 0.601094 1.095109 0.85 -0.20 -0.38
C 0.109757 3.477246 1.364129 0.02 0.10 -0.05
Se 0.020909 1.675368 2.097508 -0.19 -0.14 0.34
C 0.630967 2.085404 3.926671 0.05 0.00 -0.02
C 2.103774 2.412059 4.006409 0.05 -0.03 -0.02
Se 3.157883 0.908589 3.309290 -0.24 0.02 0.03
C 4.844453 1.797799 2.957664 0.15 0.02 -0.01
H -0.770335 4.006337 1.719719 0.00 -0.02 0.01
H 0.105784 3.405728 0.280038 0.00 -0.04 0.00
H 1.023195 3.962415 1.692632 0.01 -0.01 -0.02
H 0.381839 1.200197 4.511542 -0.04 0.01 0.02
H 0.020634 2.914816 4.279988 -0.03 0.02 -0.01
H 2.395351 2.557648 5.045241 0.04 0.00 0.02
H 2.380240 3.293670 3.431227 -0.03 0.03 0.00
H 5.383890 1.867645 3.897507 -0.02 -0.01 0.03
H 4.666583 2.776027 2.525208 -0.05 0.00 -0.02
H 5.393092 1.169129 2.260290 -0.01 -0.02 0.00
S 2.288553 -3.386684 -1.069735 -0.04 0.03 0.06
C 1.893535 -2.075826 -0.242964 0.02 -0.35 -0.11
S 2.290817 -1.700043 1.406518 -0.14 0.49 0.08
S 1.082191 -0.614375 -0.961067 -0.18 -0.07 0.21
C -0.706836 -3.247352 -3.492263 0.03 -0.11 -0.03
C -1.119838 -3.406930 -2.038155 -0.11 0.48 0.14
C -2.448288 -4.115752 -1.815515 0.01 -0.08 -0.05
Sb -1.249389 -1.406067 -1.172348 0.17 0.18 -0.02
C -1.798586 0.205759 -2.516033 -0.03 -0.35 0.27
C -3.136756 -0.063611 -3.193918 0.01 0.05 -0.03
C -1.763267 1.497646 -1.707948 -0.02 0.06 -0.10
C -2.236611 -1.230571 0.750338 0.19 -0.15 -0.39
C -1.681461 -2.268005 1.715254 -0.10 0.05 0.13
C -3.740053 -1.333902 0.514071 -0.04 0.02 0.04
H -0.501242 -4.239792 -3.901022 -0.03 0.02 -0.01
H 0.204863 -2.659527 -3.606642 0.01 -0.01 0.00
H -1.499963 -2.802093 -4.094863 0.01 0.00 0.01
H -0.323176 -3.859488 -1.450096 -0.01 -0.06 0.00
H -3.275956 -3.624830 -2.330908 0.01 0.00 0.00
H -2.696771 -4.219299 -0.758974 -0.01 0.00 -0.01
H -2.363341 -5.124768 -2.226876 -0.02 0.02 0.00
H -0.981677 0.179709 -3.239405 -0.01 0.02 -0.04
H -3.965720 -0.040792 -2.484628 0.02 0.00 -0.02
H -3.157940 -1.016290 -3.723861 0.01 0.01 0.00
H -3.316642 0.721316 -3.931589 -0.02 -0.01 0.01
H -2.545376 1.518359 -0.945211 0.01 0.00 -0.01
H -1.943054 2.336653 -2.384541 0.00 0.00 0.04
H -0.792095 1.665743 -1.235635 0.00 0.00 -0.02
H -1.961801 -0.222495 1.059351 -0.04 0.04 0.06
H -1.830167 -3.287716 1.356625 0.01 0.00 -0.01
H -2.218617 -2.184600 2.664495 0.03 -0.01 -0.03
H -0.620633 -2.118843 1.918571 0.03 -0.03 -0.02
H -4.036133 -2.330801 0.183105 0.01 0.02 0.01
H -4.104145 -0.604013 -0.211237 0.00 -0.01 0.03
H -4.255826 -1.137545 1.457087 0.00 -0.03 -0.02
F 1.745645 2.075114 -1.175507 -0.03 -0.13 -0.22
Sb 3.640463 2.388514 -1.124505 -0.58 0.15 0.56
F 3.006663 2.698074 0.752164 -0.06 -0.23 0.05
F 3.310522 4.158613 -1.524610 0.19 0.05 -0.19
F 5.393942 2.623640 -0.613671 0.16 0.05 -0.08
F 3.777424 1.549932 -2.756627 0.30 0.11 -0.19
F 3.781930 0.591763 -0.247399 -0.35 -0.01 -0.01
```
Positions in Å, forces in eV/Å.

---

(2)
Entry from OMol25: a 3-piece molecular cluster, C44H38B3NO7 overall (ωB97M-V with the def2-TZVPD basis set).

Properties
E_tot: -64087.1814 eV
HOMO: -7.709 eV
structure (SMILES): Cc1ccccc1CB1OBOB(CCCCn2cccc2)O1.O=C1c2ccccc2C(=O)c2ccccc21.O=C1c2ccccc2C(=O)c2ccccc21
F_max: 6.99 eV Å⁻¹
Kohn-Sham gap: 6.63 eV

Geometry as XYZ:
```
93
Properties=species:S:1:pos:R:3:forces:R:3
C 5.870604 -6.868369 4.866747 1.27 0.37 0.65
C 6.703813 -6.063766 3.704801 1.44 1.70 -2.43
C 8.327245 -5.855028 3.869414 -1.61 1.60 -2.92
C 9.257119 -5.019708 2.776977 -4.37 -0.62 -0.46
C 8.500905 -4.391226 1.445169 -2.36 -2.23 3.01
C 6.873049 -4.614554 1.297094 1.63 -1.11 2.54
C 5.937873 -5.436144 2.398153 4.31 0.87 -0.22
C 4.329807 -5.498438 2.081585 0.78 0.06 0.63
B 3.696416 -7.011842 1.976423 0.51 -1.19 0.43
O 3.545622 -7.825243 0.754185 -3.33 0.66 3.83
B 2.229583 -8.523907 0.945268 0.68 1.28 0.20
O 1.145879 -8.050141 1.829691 3.76 0.62 1.13
B 1.687329 -7.459243 3.088708 1.23 -0.87 -0.65
C 0.809896 -6.656013 4.224017 -0.64 0.37 -0.10
C 1.690692 -5.676485 5.211037 -0.17 0.13 0.98
C 1.462139 -4.066201 4.950533 -0.93 0.20 0.67
C 2.833092 -3.162625 5.024136 0.19 -0.72 0.60
N 3.229768 -2.499119 3.724018 2.50 2.91 -4.96
C 2.581820 -2.450577 2.357822 1.49 1.28 -2.15
C 3.394400 -1.628508 1.166765 1.30 -1.40 6.72
C 4.719422 -1.125142 1.993181 -4.27 -3.24 2.17
C 4.530288 -1.720887 3.544122 -0.34 1.12 -4.23
O 3.176683 -7.599959 3.261596 -2.72 1.85 -3.21
H 6.654868 -7.112780 5.731347 -1.66 0.56 -1.86
H 5.047625 -6.173680 5.378235 1.66 -1.60 -1.39
H 5.435989 -7.907335 4.532601 0.67 2.33 0.43
H 8.824913 -6.311171 4.834379 -1.06 1.05 -2.21
H 10.420951 -4.893729 2.985113 -2.89 -0.29 -0.60
H 9.080023 -3.794985 0.596441 -1.36 -1.47 2.16
H 6.324203 -4.133656 0.352189 1.34 -1.20 2.35
H 3.791189 -4.978382 3.011495 1.07 -0.91 -2.22
H 4.111696 -4.953588 1.069408 0.54 -0.68 2.09
H 2.088290 -9.502241 0.267036 -0.23 0.36 0.24
H 0.193249 -7.424118 4.874188 1.23 1.48 -1.32
H -0.007724 -5.997990 3.657230 1.65 -1.43 1.20
H 1.329356 -5.916403 6.322577 0.92 0.60 -2.41
H 2.844897 -5.871169 5.192301 -2.28 0.02 -0.23
H 0.826528 -3.906066 3.966807 1.60 -0.19 1.91
H 0.764918 -3.672757 5.836075 1.49 -0.79 -2.03
H 3.746746 -3.863896 5.333399 -1.97 1.48 -0.65
H 2.726400 -2.345237 5.864155 0.20 -1.52 -1.85
H 1.554302 -2.971066 2.061185 2.54 1.10 1.29
H 3.076208 -1.486677 0.042331 0.62 -0.38 2.77
H 5.600223 -0.503255 1.535870 -1.84 -1.43 1.38
H 5.394025 -1.508205 4.317116 -2.45 -0.88 -1.32
O -2.993766 -1.160111 -0.553782 0.32 0.60 -0.09
C -2.409271 -0.091338 -0.681511 -0.63 -1.26 0.21
C -1.304450 0.270950 0.229638 0.35 -0.14 0.43
C -0.910622 -0.624593 1.232440 0.29 0.10 0.22
C 0.158342 -0.306700 2.071456 -0.41 0.06 -0.22
C 0.836353 0.901532 1.911823 -0.20 0.23 -0.26
C 0.434226 1.802798 0.924766 0.14 -0.24 0.29
C -0.642307 1.489588 0.086049 0.35 -0.18 0.41
C -1.072014 2.456727 -0.943482 0.72 1.29 -0.06
O -0.525695 3.550165 -1.033607 -0.36 -0.64 0.04
C -2.162905 2.086705 -1.866735 -0.39 0.16 -0.51
C -2.554273 2.982543 -2.870548 -0.23 -0.09 -0.20
C -3.561524 2.627884 -3.769161 0.23 0.00 0.27
C -4.178917 1.381413 -3.669114 0.16 -0.18 0.32
C -3.800303 0.492878 -2.660415 -0.10 0.22 -0.25
C -2.793377 0.848525 -1.753518 -0.38 0.14 -0.56
H -1.431612 -1.571960 1.359340 0.01 0.27 -0.18
H 0.465832 -1.005115 2.846692 -0.08 0.22 -0.18
H 1.677571 1.143686 2.557497 -0.13 -0.08 -0.15
H 0.964943 2.746419 0.809366 -0.26 -0.19 -0.09
H -2.073403 3.955438 -2.957852 0.00 -0.28 0.15
H -3.861264 3.323119 -4.550328 0.08 -0.12 0.13
H -4.957372 1.101127 -4.375456 0.15 0.04 0.15
H -4.289574 -0.477107 -2.587286 0.22 0.21 0.14
O -5.489230 10.691520 -4.428361 -0.16 -0.68 -0.21
C -5.742728 9.543210 -4.770924 0.32 1.37 0.44
C -5.312838 8.401591 -3.937872 0.29 -0.22 0.52
C -4.629179 8.637315 -2.737975 0.07 -0.25 0.18
C -4.255041 7.565793 -1.925848 -0.14 0.21 -0.27
C -4.562354 6.259879 -2.306841 -0.16 0.03 -0.33
C -5.227836 6.021910 -3.510490 0.17 0.05 0.29
C -5.598306 7.094548 -4.330656 0.25 -0.19 0.53
C -6.285999 6.832242 -5.610583 -0.25 -1.39 -0.43
O -6.487884 5.681692 -5.981623 0.13 0.67 0.21
C -6.733131 7.973403 -6.433492 -0.30 0.21 -0.54
C -7.418658 7.736120 -7.632276 -0.11 0.25 -0.17
C -7.874867 8.808679 -8.399958 0.16 -0.21 0.28
C -7.649312 10.117425 -7.974300 0.22 -0.05 0.35
C -6.953646 10.356173 -6.787134 -0.17 -0.05 -0.29
C -6.489645 9.281446 -6.017388 -0.35 0.23 -0.54
H -4.390823 9.654303 -2.431448 -0.15 -0.19 -0.22
H -3.728255 7.750748 -0.992247 -0.10 -0.02 -0.19
H -4.281975 5.425571 -1.667701 -0.04 0.13 -0.13
H -5.459834 4.999439 -3.803963 -0.03 0.33 -0.06
H -7.602738 6.717059 -7.968449 0.12 0.20 0.24
H -8.410412 8.622462 -9.328360 0.10 0.02 0.18
H -8.013275 10.953359 -8.567780 0.08 -0.15 0.13
H -6.778969 11.381049 -6.463522 0.06 -0.33 0.06
```
Positions in Å, forces in eV/Å.

---

(3)
Entry from OMol25: the molecule C3H5NO3 (ωB97M-V with the def2-TZVPD basis set).

Properties
E_tot: -10822.1063 eV
HOMO: -8.132 eV
relative energy (zero: lowest compared OMol25 entry of this formula, charge and spin): 82.6 kcal/mol
structure (SMILES): N[C@H](O)C(O)=C=O
F_max: 1.97 eV Å⁻¹
Kohn-Sham gap: 8.80 eV

Geometry as XYZ:
```
12
Properties=species:S:1:pos:R:3:forces:R:3
N -0.088644 -0.802678 1.485023 0.44 0.04 0.15
C 0.024495 -0.740545 0.123737 1.05 0.34 -1.64
O 1.550288 -0.443651 -0.558818 -1.31 -0.90 1.00
C -0.483438 0.481347 -0.550787 0.27 -0.54 0.44
O -1.760174 0.948882 -0.269546 0.19 0.25 -0.36
C 0.525108 1.129105 -1.148903 -0.10 1.64 -0.11
O 1.102160 1.985998 -1.715445 -0.31 -0.92 0.22
H -0.519787 -1.610801 1.907494 0.34 0.20 0.00
H -0.082731 0.070812 1.993137 -0.34 -0.25 -0.03
H -0.169681 -1.703436 -0.353994 -0.12 0.11 0.22
H 2.169981 -0.330109 0.174452 -0.11 0.14 0.03
H -2.267576 1.015076 -1.086350 0.01 -0.09 0.07
```
Positions in Å, forces in eV/Å.

---

Question: The lowest E_tot belongs to which entry?
Answer: C14H31F6ReS3Sb2Se2

---

Question: Among the records above, which one has the highest E_tot?
Answer: C3H5NO3

---

Question: Which value of E_tot does entry 3 give?
Answer: -10822.1063 eV